The following is a quantum chemistry calculation of C72H152FeN8O16S2 as an isolated structure in a non-equilibrium geometry, from the OMol25 dataset.

```
! RIJCOSX wB97M-V def2-TZVPD def2/J DEFGRID3
* xyz -1 6
Fe 0.42155 0.90360 -0.69699
S 0.49451 -1.60239 -0.18196
O 0.31179 -2.30122 1.07274
O 1.59937 -0.46847 -0.14085
O 0.74199 -2.48442 -1.28325
O -0.69246 -0.66766 -0.49702
S -0.04527 3.09109 0.64567
O 1.25401 2.37820 0.54881
O -0.79427 2.34598 -0.35954
O -0.68023 3.04422 1.91884
O 0.16323 4.46336 0.06337
C -0.55345 6.65360 2.64402
C 0.84315 7.04202 3.15494
C 0.86244 6.32643 4.52835
C 2.24325 6.21995 5.19656
C 3.22537 5.57601 4.17867
C 3.23816 6.27379 2.77233
N 1.83483 6.39063 2.32771
O 1.87472 6.90452 1.00119
C 4.01679 7.60330 2.61601
C 3.88616 5.22497 1.91550
C 0.91733 8.63868 3.26346
H -0.76225 5.58877 2.62300
H -0.64698 7.04972 1.61145
H -1.31893 7.04011 3.30536
H 0.10342 6.83643 5.19807
H 0.47669 5.35258 4.25305
H 2.23641 5.61551 6.10067
H 2.57678 7.19782 5.44548
H 2.83901 4.54584 4.01253
H 4.21801 5.46042 4.63385
H 5.07504 7.39231 2.83293
H 3.85972 8.14107 1.69554
H 3.64671 8.36863 3.35633
H 4.72356 4.75555 2.41527
H 3.17360 4.44536 1.79475
H 4.26455 5.52585 0.94526
H 1.67395 8.98077 3.93896
H -0.05027 9.00851 3.69623
H 0.98812 9.05867 2.25101
H 1.49673 6.31636 0.32776
C -6.68235 0.71044 -0.08506
C -5.57561 -0.03202 -0.91729
C -4.12745 0.40610 -0.57565
C -3.57912 -0.11386 0.73100
C -3.62030 -1.65767 0.75844
C -5.08055 -2.21003 0.49280
N -5.53926 -1.52113 -0.68093
O -6.84918 -2.05876 -1.06956
C -5.01650 -3.74395 0.23893
C -5.88520 -1.94855 1.82371
C -5.72840 0.26304 -2.41497
H -6.54247 0.39024 0.91118
H -7.71054 0.50010 -0.30152
H -6.53281 1.83677 -0.00109
H -3.55218 0.17138 -1.41862
H -4.08941 1.54281 -0.56223
H -4.23295 0.30172 1.57138
H -2.55616 0.16664 0.95985
H -3.29136 -2.08025 1.69445
H -2.92664 -2.10781 0.02953
H -4.64040 -4.00619 -0.77608
H -4.37417 -4.28230 1.03254
H -5.97422 -4.19137 0.30994
H -6.09403 -0.85709 1.93540
H -6.81454 -2.54963 1.80453
H -5.28802 -2.39637 2.63284
H -4.84474 0.04573 -2.97413
H -5.88176 1.31987 -2.43333
H -6.66114 -0.20606 -2.76612
H -7.49157 -1.59937 -0.51262
C 4.06574 -3.35787 -5.90099
C 2.95417 -2.87098 -6.87085
C 3.20635 -3.20706 -8.37194
C 3.00600 -4.65636 -8.62152
C 1.59883 -5.02373 -8.14494
C 1.25611 -4.63557 -6.75858
N 1.58452 -3.28203 -6.52367
O 1.17357 -2.78394 -5.29874
C -0.33030 -4.83023 -6.66402
C 1.95230 -5.64885 -5.78968
C 2.97275 -1.31211 -6.68681
H 3.72729 -3.31900 -4.86877
H 4.88053 -2.62875 -5.95685
H 4.49303 -4.29892 -6.21546
H 2.63954 -2.53285 -8.98180
H 4.28100 -2.96356 -8.62328
H 3.84353 -5.17929 -8.10791
H 3.07833 -4.94688 -9.66572
H 1.40888 -6.08030 -8.37287
H 0.92755 -4.58474 -8.87699
H -0.78711 -4.32421 -7.42455
H -0.62082 -5.85699 -6.52793
H -0.59610 -4.26691 -5.81484
H 1.38580 -6.58565 -5.74228
H 2.98364 -5.83020 -6.07732
H 1.99194 -5.25144 -4.73521
H 3.73032 -0.85719 -7.28968
H 3.05309 -0.95068 -5.69428
H 1.93746 -0.99664 -6.95157
H 1.68541 -3.25749 -4.60281
C 2.79167 1.54888 -4.53934
C 1.88088 1.75767 -3.26633
C 1.24632 3.19517 -3.10277
C 0.01749 3.32077 -4.03054
C -0.96970 2.16707 -3.75043
C -0.36155 0.74527 -3.83581
N 0.87766 0.72546 -2.92050
O 1.49321 -0.53847 -3.16219
C -1.29941 -0.27629 -3.17843
C -0.04285 0.43206 -5.34359
C 2.90575 1.63750 -2.08938
H 3.15763 2.55083 -4.85813
H 2.11230 1.26986 -5.32284
H 3.64326 0.79009 -4.36456
H 1.15515 3.56330 -2.03249
H 1.95307 3.92587 -3.51139
H 0.26764 3.26205 -5.07632
H -0.48153 4.24015 -3.81324
H -1.75571 2.20494 -4.43706
H -1.29624 2.42880 -2.71653
H -0.76477 -1.19544 -2.91501
H -1.93126 0.01235 -2.34552
H -2.02958 -0.59513 -3.92060
H -0.98146 0.15363 -5.79622
H 0.24220 1.40557 -5.72807
H 0.67256 -0.40359 -5.48325
H 3.41405 0.72334 -2.20882
H 2.46626 1.76094 -1.13787
H 3.55734 2.53100 -2.11164
H 1.19354 -1.09502 -2.46861
C -1.54987 -3.63981 7.96846
C -1.34262 -4.04534 6.51333
C -2.57447 -4.91820 5.92861
C -3.75580 -3.90006 5.86828
C -3.48959 -2.68916 4.99773
C -2.20363 -1.92310 5.31904
N -1.12479 -2.98428 5.49021
O 0.06036 -2.29075 5.99726
C -1.84087 -1.10724 4.11140
C -2.45075 -0.95562 6.57853
C -0.13893 -4.91515 6.46761
H -1.25796 -4.42413 8.62068
H -2.59905 -3.35965 8.25162
H -0.81386 -2.85780 8.27007
H -2.32200 -5.16578 4.89339
H -2.86865 -5.74599 6.56869
H -4.01685 -3.69704 6.93515
H -4.57403 -4.41584 5.42526
H -4.45148 -2.02900 4.89276
H -3.30753 -3.08685 4.02789
H -2.56913 -0.29737 3.84964
H -0.86816 -0.60489 4.21532
H -1.75796 -1.76110 3.26381
H -1.41519 -0.66488 6.78053
H -3.06551 -0.25453 6.15730
H -2.89129 -1.50122 7.37609
H 0.68880 -4.47579 7.05316
H 0.25118 -4.94459 5.42928
H -0.35244 -5.91453 6.87679
H 0.43361 -1.84160 5.20287
C -3.09381 5.61743 0.51027
C -3.73731 5.60033 -0.87334
C -4.93965 6.62142 -0.95428
C -5.34204 6.85068 -2.37110
C -4.19851 7.20910 -3.28222
C -3.05113 6.21585 -3.19200
N -2.67453 6.01474 -1.80383
O -1.69162 4.93769 -1.82592
C -3.33459 4.98800 -4.02182
C -1.88245 6.98298 -3.93983
C -4.24707 4.10850 -1.14809
H -3.77395 5.51964 1.44953
H -2.51277 6.56037 0.52170
H -2.27602 4.83109 0.57200
H -5.75039 6.26507 -0.37831
H -4.61489 7.57230 -0.46954
H -6.19278 7.48628 -2.40252
H -5.72775 5.89747 -2.77139
H -3.92321 8.27417 -3.08198
H -4.52425 7.23938 -4.31324
H -4.26218 4.48060 -3.78541
H -3.46064 5.25945 -5.08618
H -2.52587 4.22889 -3.85388
H -2.37024 7.43586 -4.82313
H -1.33223 7.65326 -3.33119
H -1.19759 6.22473 -4.38320
H -4.35349 3.48778 -0.29165
H -3.46272 3.68554 -1.71829
H -5.20439 4.05750 -1.77473
H -0.92470 5.15886 -1.27793
C 3.55796 -4.02200 -0.74170
C 3.66699 -5.38230 -1.45120
C 4.46742 -6.35721 -0.55631
C 3.80618 -6.80023 0.70575
C 2.50264 -7.49328 0.23370
C 1.60441 -6.56381 -0.64313
N 2.34937 -6.03819 -1.78287
O 1.56099 -5.05566 -2.55773
C 0.44923 -7.49197 -1.18949
C 0.94597 -5.54413 0.36643
C 4.22774 -5.19425 -2.83604
H 3.57819 -4.24138 0.31795
H 2.74382 -3.38179 -1.01630
H 4.47585 -3.50978 -0.92056
H 4.54269 -7.33275 -1.04058
H 5.46033 -5.89742 -0.45145
H 3.40907 -5.96200 1.26441
H 4.33750 -7.50064 1.34557
H 1.81823 -7.81016 1.08077
H 2.71110 -8.38646 -0.33473
H 0.01536 -7.15124 -2.14255
H 0.86071 -8.50204 -1.46655
H -0.31550 -7.61565 -0.43356
H 1.60798 -4.85364 0.92704
H 0.33155 -4.84998 -0.23164
H 0.27807 -6.06745 1.04186
H 3.48202 -4.73696 -3.42844
H 4.49166 -6.15162 -3.24688
H 5.18525 -4.57813 -2.93170
H 1.24634 -4.34124 -1.90482
C 3.75093 1.25695 5.48826
C 2.47784 0.75670 4.79535
C 2.47161 1.20808 3.34792
C 3.42229 0.37061 2.42775
C 3.08257 -1.10406 2.59311
C 3.21161 -1.56934 4.04982
N 2.35359 -0.74391 4.87561
O 2.55754 -1.07908 6.29966
C 2.52151 -2.95846 4.14014
C 4.66288 -1.81507 4.61869
C 1.33421 1.30427 5.51370
H 3.84636 2.33992 5.41937
H 4.68097 0.86261 5.12642
H 3.59404 0.98576 6.51504
H 1.53296 1.07885 2.86765
H 2.68603 2.26132 3.34168
H 4.45903 0.47765 2.63653
H 3.15377 0.58229 1.40556
H 3.67115 -1.74918 1.89060
H 2.09555 -1.33757 2.16472
H 1.54872 -2.94438 3.60200
H 3.17726 -3.77210 3.70187
H 2.24434 -3.25741 5.14617
H 5.28208 -0.90969 4.42980
H 4.70186 -2.09289 5.59955
H 4.96480 -2.64731 3.95943
H 1.33568 2.35958 5.66827
H 1.30578 0.88252 6.50990
H 0.35689 1.03402 5.08187
H 1.69727 -1.27801 6.64502
*
```

Its frontier orbital gap (alpha / beta) is 8.29 / 6.60 eV. The calculation puts the highest occupied orbital energy (alpha / beta) at -6.1 / -6.1 eV.